Density functional theory data (ωB97M-V with the def2-TZVPD basis set) for a molecular structure, C9H35FeN6O10.

Results
LUMO level (alpha / beta), eV: 2.0 / 2.0
Charge: -1
HOMO (alpha / beta), eV: -5.006 / -5.127
Multiplicity: 5

CARTESIAN COORDINATES (ANGSTROEM)
O 3.1438 -2.9793 -1.5201
C -0.0293 -4.0016 1.1041
H 0.3238 -0.1440 -3.8280
H 2.6814 -0.5532 -4.1363
C -1.5420 0.2986 -4.3703
H -0.4620 2.8742 -2.0692
H 0.2349 -0.5848 0.4028
H -1.0988 0.1418 -2.3715
C 0.5082 -0.1407 -0.5591
N 0.0042 -0.6617 3.3028
H 2.0023 -0.9695 5.8120
H 1.6768 -3.7543 2.4444
H -2.7156 -2.5729 1.9907
H 4.0274 -2.6648 -1.3119
H 2.0535 1.0533 -1.4276
C 1.4541 -3.7416 1.3754
H -0.4727 -4.7861 1.7456
H 2.0936 -4.4724 0.8788
H -3.5800 -0.2588 0.1619
N -0.1958 0.1840 -4.6310
Fe -0.9116 -2.5139 -1.3872
H -0.6765 -1.2554 2.8429
H 1.8964 1.2235 0.3334
O -2.3883 0.4322 -5.2508
C 0.5928 4.6056 0.9488
O -2.8674 2.9966 0.1050
H -4.3610 -1.8467 0.3762
H -0.0647 0.3394 3.3127
H 0.0557 0.1766 -5.5998
H 1.6319 -2.7383 0.9800
H 0.7469 6.6647 1.5147
H 2.6598 -0.2270 -0.3544
N -1.8228 0.3608 -3.0411
H -0.5929 6.1853 0.5988
O 2.9473 -0.3479 -3.2356
O -0.3987 -4.1129 -0.2162
O -0.1720 3.7928 0.4563
H 2.0706 3.2830 1.3250
C -3.3853 -1.3381 0.2820
N 1.7478 4.2076 1.5533
H -1.6377 -1.3017 1.5484
O 0.4127 -0.9888 -1.6915
H -0.5534 -3.1590 1.6044
O -2.7707 -1.9750 -0.7753
H -3.2539 2.3047 -0.4396
C 1.8708 0.5148 -0.4987
H 2.4689 4.8349 1.8618
H -0.1657 0.7219 -0.7201
C -2.6931 -1.5432 1.6319
C 0.5893 -1.2963 4.3748
N 0.2579 5.9163 1.0629
H -1.9120 2.8824 0.0110
N 1.5171 -0.5495 5.0422
H -2.7518 0.5853 -2.7426
O -0.8730 3.3644 -2.7890
H -0.7883 2.7864 -3.5551
H 1.5725 0.4439 4.9233
H 2.1153 -0.1727 -2.7661
H 2.6089 -2.1781 -1.5983
H -3.1866 -0.8769 2.3473
O 0.3568 -2.4682 4.6312

Atomic forces in eV per Å
O 0.07 -0.08 0.07
C -0.89 0.84 1.17
H 0.60 -0.18 -0.52
H 0.05 -0.11 0.01
C -0.75 0.62 -0.28
H -0.02 0.06 0.06
H 0.07 -0.32 -0.11
H -0.15 -0.19 0.10
C -0.21 0.78 -0.96
N 0.35 -0.56 0.65
H -0.14 -0.04 0.06
H -0.14 0.08 0.06
H -0.27 -0.03 -0.14
H -0.01 0.08 -0.06
H 0.11 0.20 0.13
C -0.41 -0.22 -0.24
H 0.56 -0.70 -0.44
H 0.02 0.13 -0.16
H 0.18 0.05 -0.30
N -0.74 0.16 0.63
Fe -0.57 -0.30 2.56
H 0.03 0.62 0.17
H 0.07 0.02 -0.02
O 0.38 -0.03 0.18
C -0.50 -0.40 0.68
O -0.06 -0.20 0.00
H -0.28 0.51 0.17
H -0.30 -0.01 -0.34
H 0.36 -0.39 0.09
H 0.49 -0.10 -0.04
H 0.45 -0.35 0.09
H 0.06 0.07 0.00
N 0.18 -0.04 -0.18
H -0.05 -0.19 0.01
O -0.02 0.29 -0.12
O -0.08 1.00 -1.51
O 0.34 0.00 -0.45
H -0.19 -0.05 -0.05
C -0.18 -1.49 0.21
N 0.77 -0.18 0.20
H -0.08 0.33 -0.36
O -0.31 -0.50 0.31
H 0.18 0.25 -0.25
O 1.71 0.18 -1.06
H -0.02 0.01 0.00
C 0.20 -0.28 0.40
H -0.16 0.25 -0.15
H -0.37 -0.12 0.37
C -0.23 0.27 -0.13
C -0.24 -0.62 -0.67
N -0.54 0.73 -0.43
H -0.06 0.28 0.10
N 0.23 0.25 0.34
H -0.10 -0.28 -0.07
O 0.15 0.18 -0.08
H -0.06 -0.09 0.06
H 0.08 0.00 -0.04
H 0.07 -0.43 -0.05
H -0.11 -0.08 -0.13
H 0.23 -0.11 0.25
O 0.28 0.41 0.19